Entry 1:
Here is 2 unconnected molecules or ions with the total composition C4H11N3O from the Open Molecules 2025 dataset. Energies are from wB97M-V/def2-TZVPD.

Last column: natural (NBO) charge in e.
Cartesian coordinates (Å):
C (-0.257255, -0.121985, -1.195066)  -0.299
C (1.791647, 0.733973, 0.907773)  -0.269
C (2.736126, 1.561757, 0.318314)  -0.626
N (0.151578, 1.056172, -0.432109)  -0.786
C (-1.167366, -1.002201, -0.368511)  0.557
N (-3.190599, -1.009659, 0.842850)  -0.489
O (-2.269220, -0.315101, -0.003851)  -0.387
N (-1.014178, -2.201564, -0.005679)  -0.738
H (-0.661308, 1.584540, -0.118982)  0.386
H (-2.632898, -1.615486, 1.437645)  0.359
H (-3.701559, -1.641044, 0.218773)  0.341
H (-0.112273, -2.593538, -0.246815)  0.359
H (-0.787219, 0.148651, -2.119730)  0.204
H (0.646690, -0.675062, -1.461386)  0.207
H (1.920062, -0.343382, 0.879282)  0.187
H (1.213113, 1.074298, 1.757573)  0.189
H (0.901158, 1.638288, -0.933418)  0.415
H (2.804654, 2.594456, 0.638853)  0.193
H (3.628847, 1.126889, -0.115515)  0.198

Cartesian forces, eV/Å:
-0.050 0.379 -0.176
2.985 1.363 0.484
-0.425 -1.466 1.852
0.037 0.567 -1.359
0.354 -0.373 0.054
-0.333 0.194 -0.274
-0.261 0.096 0.074
0.015 0.001 0.214
0.207 0.156 -0.290
0.214 -0.081 -0.063
0.236 0.126 0.127
-0.010 0.139 -0.265
0.041 -0.218 0.041
-0.126 -0.063 0.006
-0.260 0.007 -0.396
-0.333 0.117 -0.347
-1.935 -1.052 0.957
-0.103 0.062 -0.191
-0.253 0.047 -0.450

Electronic energy in eV: -10840.1995
Charge: 0
Relative energy (zero: lowest compared OMol25 entry of this formula, charge and spin) in kcal per mole: 115.6
HOMO-LUMO gap in Eh: 0.3188
SMILES string: [H]/N=C(\CN)ON.C=C



Entry 2:
Here is a molecular structure, C2H4FO3S2 from the Open Molecules 2025 dataset. Energies are from wB97M-V/def2-TZVPD.

Last column: natural (NBO) charge in e.
Cartesian coordinates (Å):
C (2.051493, 0.522301, -0.451986)  -0.795
C (-0.529683, -0.289846, 0.333428)  -0.415
O (-3.051171, -0.665790, 1.090791)  -0.979
O (-2.256942, 1.538906, 0.502875)  -1.012
O (-2.697642, -0.069843, -1.234199)  -0.967
F (1.362175, -2.270452, 0.757205)  -0.909
S (0.285076, 0.983908, -0.390369)  0.583
S (-2.334332, 0.151949, 0.142025)  2.388
H (2.403598, 0.908176, 0.445059)  0.228
H (2.548072, 0.931090, -1.446143)  0.225
H (2.215304, -0.522439, -0.279860)  0.317
H (0.004050, -1.217957, 0.531172)  0.336

Cartesian forces, eV/Å:
-0.231 0.291 -2.555
-0.331 2.407 -2.686
0.422 -0.246 -0.012
0.173 1.194 0.207
0.760 -0.421 -0.411
-0.324 0.699 -0.261
0.029 -1.550 0.643
-1.167 -0.663 1.190
1.237 1.454 1.292
-1.106 -0.701 2.306
-0.420 -1.189 -0.424
0.957 -1.273 0.710

Electronic energy in eV: -32668.3666
Charge: -1
Relative energy (zero: lowest compared OMol25 entry of this formula, charge and spin) in kcal per mole: 18.4
HOMO-LUMO gap in Eh: 0.2690



Entry 3:
Here is 2 unconnected molecules or ions with the total composition BrCl4HSi2 from the Open Molecules 2025 dataset. Energies are from wB97M-V/def2-TZVPD.

Last column: natural (NBO) charge in e.
Cartesian coordinates (Å):
Si (2.615314, -1.042960, 0.869326)  0.797
Si (-1.499031, 0.925549, -0.145954)  1.216
Cl (0.020392, 2.059557, -0.661341)  -0.319
Cl (1.586019, -2.752336, 0.142425)  -0.470
Cl (-1.663187, -0.197635, -1.869335)  -0.336
Cl (-1.507853, -0.034116, 1.580421)  -0.291
Br (-3.228744, 2.266214, 0.068588)  -0.269
H (3.677090, -1.224272, 0.015869)  -0.327

Cartesian forces, eV/Å:
-2.628 -0.032 1.672
-1.603 0.017 -1.397
1.565 0.879 0.276
0.219 0.455 0.191
-0.289 -0.239 0.738
0.567 -0.772 0.596
-0.198 0.071 -0.201
2.367 -0.379 -1.874

Electronic energy in eV: -135908.3694
Charge: 0
Relative energy (zero: lowest compared OMol25 entry of this formula, charge and spin) in kcal per mole: 29.5
HOMO-LUMO gap in Eh: 0.2980



Entry 4:
Here is a molecular structure, C5H8O from the Open Molecules 2025 dataset. Energies are from wB97M-V/def2-TZVPD.

Last column: natural (NBO) charge in e.
Cartesian coordinates (Å):
C (-1.680212, -0.620242, 0.189865)  -0.635
C (-0.666653, 0.382904, -0.302476)  0.100
O (-0.037010, 1.134554, 0.775044)  -0.509
C (1.237189, 0.876133, 0.241039)  -0.013
C (1.574423, -0.891579, 0.063614)  -0.345
C (0.719979, -0.078455, -0.816394)  -0.324
H (-2.458635, -0.112812, 0.768979)  0.224
H (-1.214130, -1.374991, 0.830393)  0.214
H (-2.154849, -1.122929, -0.659972)  0.219
H (-1.124617, 1.095718, -0.998986)  0.180
H (1.873397, 1.718917, -0.031140)  0.230
H (1.980780, 0.229797, 0.901498)  0.281
H (0.967186, -1.269114, 0.904875)  0.159
H (0.983154, 0.032103, -1.866340)  0.221

Cartesian forces, eV/Å:
0.014 -0.020 0.002
-0.268 -0.159 -0.087
-0.029 0.057 0.075
0.258 0.245 -0.022
-0.240 -0.073 0.016
0.031 -0.036 -0.232
0.103 -0.062 -0.085
-0.062 0.113 -0.092
0.071 0.073 0.104
0.068 -0.087 0.089
-0.071 -0.127 0.064
0.056 0.017 0.065
0.115 0.081 -0.083
-0.044 -0.022 0.189

Electronic energy in eV: -7357.1633
Charge: 0
Relative energy (zero: lowest compared OMol25 entry of this formula, charge and spin) in kcal per mole: 117.4
HOMO-LUMO gap in Eh: 0.3559